Entry 1:
This record from OMol25 describes a cluster of 7 separate species, C40H54ClI2NO16 in total at a distorted geometry. The level of theory is wB97M-V/def2-TZVPD.

CARTESIAN COORDINATES (ANGSTROEM)
C: -0.7391 2.4007 1.1462
C: -0.7971 1.8505 -0.0604
C: 0.1231 0.7825 -0.5770
C: -0.4690 -0.5942 -0.9808
O: 0.5669 -1.5049 -0.7282
C: 1.7181 -1.3826 -1.5746
C: 2.9971 -1.1688 -0.7607
C: -1.0830 -0.5205 -2.4409
Cl: -1.1163 1.1578 -3.1721
O: -0.5381 -1.4001 -3.4204
C: 0.1975 -0.9322 -4.3757
N: 1.0719 -0.6776 -5.0751
O: -2.4257 -0.8337 -2.3073
C: -2.7438 -0.4004 -0.9913
O: -3.5999 0.3637 -0.7388
C: -1.6877 -1.1300 -0.1427
C: -1.5525 -0.7975 1.3443
C: -1.2652 -2.0294 2.1841
C: -0.0366 -2.5559 2.2131
C: -2.1330 -2.6044 -0.3802
I: -0.9350 -3.9849 -1.4514
C: -3.2854 -3.1214 0.0576
C: -3.7268 -4.5455 -0.1564
I: -4.7213 -2.0588 1.1874
H: 0.1211 2.3410 1.8015
H: -1.5797 2.9791 1.4947
H: -1.5884 2.1940 -0.7133
H: 0.8492 0.5755 0.2051
H: 0.6991 1.2033 -1.3937
H: 1.8282 -2.3383 -2.0852
H: 1.6157 -0.6396 -2.3616
H: 3.5990 -2.0713 -0.7826
H: 3.5900 -0.4010 -1.2505
H: 2.7768 -0.9074 0.2671
H: -0.7449 -0.1052 1.5475
H: -2.4576 -0.3238 1.7148
H: -2.0518 -2.4706 2.7826
H: 0.8573 -1.9568 2.0991
H: 0.1194 -3.6180 2.3612
H: -4.7194 -4.7026 0.2478
H: -3.0598 -5.1973 0.4043
H: -3.7402 -4.8026 -1.2099
O: 3.5556 -5.0747 -2.4030
C: 3.8943 -4.4997 -3.3942
C: 4.6408 -5.0645 -4.5890
C: 5.1167 -3.8030 -5.3092
C: 4.0385 -2.7966 -4.9254
O: 3.6083 -3.1947 -3.6113
H: 3.9400 -5.6433 -5.1921
H: 5.4586 -5.6993 -4.2613
H: 5.2304 -3.9174 -6.3851
H: 6.0779 -3.4890 -4.9004
H: 3.1769 -2.8294 -5.5946
H: 4.4079 -1.7755 -4.8808
O: -5.5124 -7.8935 0.7522
C: -5.6901 -7.4796 1.8577
C: -6.6549 -8.0072 2.9044
C: -6.7127 -6.8588 3.9109
C: -5.3349 -6.2289 3.7472
O: -4.9864 -6.4390 2.3687
H: -6.2320 -8.9145 3.3377
H: -7.6195 -8.2264 2.4568
H: -6.9229 -7.1684 4.9325
H: -7.4821 -6.1467 3.6103
H: -4.5796 -6.7118 4.3709
H: -5.3307 -5.1610 3.9518
O: 3.0034 3.5407 0.8399
C: 3.3094 3.2906 -0.2892
C: 4.6732 3.4481 -0.9367
C: 4.3477 3.3555 -2.4270
C: 3.1116 2.4662 -2.4210
O: 2.4402 2.7668 -1.1825
H: 5.3097 2.6259 -0.6041
H: 5.1186 4.3989 -0.6589
H: 5.1557 2.9588 -3.0380
H: 4.0906 4.3441 -2.8087
H: 3.3644 1.4038 -2.4275
H: 2.4352 2.6722 -3.2472
O: -2.9518 4.7027 2.6536
C: -4.0153 4.8006 2.1134
C: -4.6679 3.7883 1.1911
C: -5.7615 4.6168 0.5178
C: -6.0754 5.6528 1.5899
O: -4.8310 5.8657 2.2845
H: -5.0780 2.9789 1.7969
H: -3.9469 3.3934 0.4804
H: -6.6320 4.0415 0.2109
H: -5.3552 5.1102 -0.3658
H: -6.8133 5.2958 2.3112
H: -6.4148 6.6006 1.1804
O: -0.1383 6.8906 -1.7340
C: -0.5336 7.0910 -0.6236
C: 0.2707 7.5562 0.5778
C: -0.6637 7.2421 1.7457
C: -2.0319 7.3621 1.0928
O: -1.8350 6.9516 -0.2752
H: 0.4576 8.6265 0.4750
H: 1.2132 7.0190 0.6343
H: -0.5419 7.8959 2.6068
H: -0.5058 6.2152 2.0774
H: -2.4068 8.3891 1.0959
H: -2.7621 6.7187 1.5611
O: 6.2263 -1.0336 -0.2269
C: 6.1640 -0.6471 0.9021
C: 7.3097 -0.4741 1.8833
C: 6.5854 -0.3452 3.2217
C: 5.2559 0.2671 2.7991
O: 5.0028 -0.2521 1.4803
H: 7.8541 0.4345 1.6218
H: 7.9773 -1.3295 1.8429
H: 7.1146 0.2514 3.9616
H: 6.4186 -1.3362 3.6456
H: 5.2980 1.3565 2.7378
H: 4.4336 -0.0159 3.4510

Cartesian forces, eV/Å:
0.0 0.2 -0.3
-0.2 0.0 0.1
-0.1 0.8 0.7
1.1 -0.3 0.7
-0.2 0.2 -1.2
0.7 -0.9 0.2
-0.3 -0.1 -0.6
-0.9 0.5 -0.8
0.4 -0.2 0.0
-0.6 0.0 0.1
0.5 -0.5 1.1
0.0 0.3 -0.8
0.0 0.5 0.0
0.5 -0.7 0.6
-0.4 0.1 -0.2
-0.4 0.5 -0.7
-0.1 -0.1 1.5
0.8 0.1 -0.2
-0.3 -0.1 0.4
0.1 0.0 0.2
0.0 0.0 0.2
0.1 0.0 -0.3
-0.3 0.3 0.4
0.0 0.0 0.0
-0.1 -0.5 0.2
0.1 0.6 0.0
-0.3 -0.3 0.0
0.0 -0.1 0.1
0.0 -0.3 -0.3
-0.2 0.0 -0.2
-0.2 0.3 0.2
0.1 -0.1 0.2
0.2 0.2 0.3
0.0 0.2 0.1
0.1 0.1 -0.4
-0.1 0.2 -0.2
-0.4 -0.6 -0.8
0.0 0.0 -1.1
0.0 0.1 1.0
-0.1 0.0 0.0
0.1 -0.2 -0.2
0.2 -0.1 -0.1
0.0 0.1 0.1
-0.1 -0.2 -0.1
0.3 0.4 -0.1
0.0 -0.1 0.0
0.1 0.0 -0.2
0.0 0.1 0.0
0.0 -0.1 0.0
-0.1 -0.2 0.0
-0.1 0.0 0.0
0.0 0.0 0.0
0.0 0.0 0.0
-0.1 0.0 0.1
0.0 0.1 -0.1
0.0 -0.3 0.0
-0.1 0.5 0.2
0.0 -0.1 0.0
-0.1 0.1 0.1
0.0 0.1 0.0
0.0 -0.1 -0.1
0.1 -0.2 -0.1
0.1 0.0 0.0
0.0 0.0 0.0
0.0 0.0 0.0
0.1 0.0 -0.1
-0.1 0.0 0.0
0.2 -0.2 0.1
-0.2 0.1 -0.4
0.1 0.0 0.1
0.0 0.0 -0.2
0.0 0.1 -0.1
0.0 0.0 0.1
0.1 -0.1 0.2
0.0 -0.1 0.0
0.0 0.0 0.0
0.0 0.0 0.0
-0.1 0.0 0.1
0.0 0.2 0.1
-0.1 -0.7 0.0
-0.2 0.4 -0.3
0.0 -0.1 0.0
-0.1 0.0 -0.1
0.0 0.0 0.0
0.1 -0.1 0.0
0.1 -0.2 0.2
0.0 0.0 0.1
0.0 0.0 0.0
0.0 0.0 0.0
0.1 0.1 0.1
-0.1 -0.1 -0.1
0.2 0.2 0.0
-0.3 -0.3 0.3
0.2 0.0 -0.1
0.1 0.1 0.2
-0.1 0.0 0.1
0.1 0.0 -0.1
0.1 0.1 -0.2
0.0 0.1 0.0
-0.1 0.0 0.0
0.0 0.0 -0.1
0.0 0.1 -0.2
-0.1 0.0 -0.1
0.2 0.2 -0.1
-0.3 -0.2 0.4
0.1 0.0 -0.1
0.0 0.0 0.2
0.1 0.0 0.0
0.0 0.0 -0.1
0.1 0.1 -0.2
0.0 0.1 0.0
0.0 0.0 0.0
0.0 0.0 0.0
-0.1 0.0 -0.1

HOMO-LUMO gap = 0.31682 hartree
net charge = 0
LUMO = 0.0055 Ha
E = -105326.104 eV

---

Entry 2:
This record from OMol25 describes a cluster of 8 separate species, C40H54F7N2O24 in total at a distorted geometry. The level of theory is wB97M-V/def2-TZVPD.

CARTESIAN COORDINATES (ANGSTROEM)
C: -5.0904 1.6381 -4.0767
C: -5.3150 0.1442 -3.8396
O: -4.1653 -0.4262 -3.2362
C: -4.4414 -1.4508 -2.3009
C: -3.3612 -1.3659 -1.2140
O: -2.8950 -2.6570 -0.8595
C: -1.5880 -2.5844 -0.3542
C: -0.9926 -3.9679 -0.1064
O: -0.0586 -4.3752 -1.1191
C: 1.2642 -4.2681 -0.7446
N: 1.7296 -2.8437 -0.8551
C: 1.8821 -2.4882 -2.2877
C: 1.9355 -0.9717 -2.3999
C: 2.6569 -0.2239 -1.2154
C: 3.5960 0.8208 -1.8586
C: 2.9770 1.8632 -2.5132
C: 3.7786 2.7923 -3.1383
C: 5.1270 2.5735 -3.0338
C: 5.6701 1.5259 -2.3515
N: 4.8928 0.6113 -1.7629
C: 3.3382 -1.0755 -0.1162
C: 2.8145 -0.6611 1.3048
C: 3.8898 0.1389 2.0894
C: 3.0675 -2.6050 -0.2364
H: -5.8329 2.0216 -4.7706
H: -5.1877 2.1678 -3.1293
H: -4.0724 1.7725 -4.4452
H: -6.2192 0.0525 -3.2274
H: -5.5492 -0.3239 -4.8034
H: -4.2603 -2.4093 -2.8029
H: -5.4430 -1.3907 -1.8728
H: -2.5690 -0.7503 -1.6584
H: -3.7107 -0.8032 -0.3370
H: -1.5597 -1.9660 0.5557
H: -0.9469 -2.0889 -1.1060
H: -0.4642 -3.9332 0.8544
H: -1.7765 -4.7189 -0.0194
H: 1.8297 -4.8338 -1.4858
H: 1.4807 -4.6808 0.2443
H: 1.0753 -2.1989 -0.4067
H: 2.7927 -2.9283 -2.6874
H: 1.0724 -2.8730 -2.9072
H: 2.4660 -0.7425 -3.3250
H: 0.9396 -0.5443 -2.5315
H: 1.8865 0.3731 -0.7254
H: 1.8997 1.9415 -2.5644
H: 3.3687 3.6214 -3.6956
H: 5.7993 3.2763 -3.5160
H: 6.7491 1.4494 -2.2951
H: 4.4200 -0.9931 -0.0571
H: 1.9035 -0.0568 1.2468
H: 2.5854 -1.5259 1.9241
H: 4.6616 0.5366 1.4327
H: 3.4109 0.9443 2.6504
H: 4.3384 -0.5069 2.8394
H: 3.1519 -3.1169 0.7150
H: 3.8577 -3.0073 -0.8738
C: -8.3644 5.4522 -2.8206
C: -6.9591 4.9364 -2.6501
O: -6.7465 4.2122 -3.8525
C: -7.5277 4.8065 -4.8068
O: -7.4048 4.6318 -5.9713
O: -8.4488 5.6212 -4.2397
F: -6.8670 4.0875 -1.5988
H: -9.1094 4.7244 -2.4955
H: -8.5346 6.3920 -2.3022
H: -6.2027 5.7164 -2.5535
C: 7.8276 -2.9503 2.1474
C: 7.4814 -4.2812 2.7687
O: 6.1668 -4.0513 3.2630
C: 5.6104 -3.1106 2.4654
O: 4.4450 -2.8578 2.4277
O: 6.5396 -2.4868 1.7143
F: 8.2958 -4.5806 3.8011
H: 8.2389 -2.2499 2.8751
H: 8.5148 -3.0379 1.3101
H: 7.4637 -5.1187 2.0687
C: -6.0467 -1.4642 1.5240
C: -7.0053 -1.9736 2.5718
O: -7.4172 -0.7855 3.2142
C: -7.3359 0.2171 2.2857
O: -7.8390 1.2791 2.3946
O: -6.5940 -0.1832 1.2143
F: -6.3766 -2.7722 3.4759
H: -5.0347 -1.3407 1.9154
H: -6.0105 -2.0980 0.6402
H: -7.8767 -2.4960 2.1739
C: 7.7155 1.9612 -6.7312
C: 7.9543 3.2187 -7.5317
O: 7.7158 4.2389 -6.5772
C: 8.0252 3.7164 -5.3573
O: 8.1901 4.3545 -4.3737
O: 8.1208 2.3616 -5.4181
F: 7.0644 3.3421 -8.5441
H: 6.6610 1.6806 -6.7176
H: 8.3040 1.1168 -7.0815
H: 8.9669 3.3196 -7.9259
C: -3.9974 4.9286 1.0722
C: -4.1118 5.9890 2.1400
O: -4.8303 7.0125 1.4770
C: -5.6075 6.4013 0.5381
O: -6.5194 6.9119 -0.0207
O: -5.2003 5.1245 0.3278
F: -2.8959 6.4640 2.5051
H: -3.1353 5.0909 0.4228
H: -3.9509 3.9211 1.4789
H: -4.6603 5.6780 3.0309
C: 4.9533 2.4610 6.3804
C: 4.8444 1.0514 6.9091
O: 5.2973 0.2770 5.8110
C: 6.1735 1.0598 5.1164
O: 6.9319 0.6523 4.3010
O: 6.0650 2.3579 5.4844
F: 3.5610 0.7176 7.1864
H: 4.0635 2.7585 5.8236
H: 5.1460 3.1935 7.1599
H: 5.4677 0.8449 7.7806
C: -4.9912 -4.9295 5.7059
C: -3.7669 -5.7088 5.2970
O: -3.8802 -6.8884 6.0627
C: -5.2192 -7.0958 6.2742
O: -5.6898 -8.1127 6.6461
O: -5.9279 -5.9713 5.9857
F: -2.6214 -5.0638 5.6423
H: -4.8210 -4.3399 6.6082
H: -5.3590 -4.2754 4.9210
H: -3.7279 -5.9661 4.2361

Cartesian forces, eV/Å:
0.3 -0.7 0.5
-0.5 0.9 -0.7
-0.7 0.3 0.6
1.1 -0.5 -0.1
-0.4 0.6 -0.3
0.2 0.0 0.0
0.2 0.0 -0.3
0.0 0.3 0.6
-0.2 0.1 0.3
-0.4 -0.6 -0.5
0.9 -0.8 -0.3
-0.5 1.1 -0.9
0.5 0.2 0.0
0.6 0.3 -0.6
-1.0 -1.4 1.0
-0.1 0.6 -0.4
-0.5 -0.5 0.1
1.2 1.7 -1.1
-0.2 -0.4 0.2
0.5 0.2 0.0
-1.4 -1.1 1.6
0.6 0.7 0.1
-0.7 -0.1 0.3
1.0 0.8 -0.3
0.1 0.1 -0.1
0.0 0.1 -0.1
-0.1 0.2 -0.2
0.2 -0.3 0.2
0.2 -0.3 0.1
-0.5 -0.1 0.2
-0.1 0.0 -0.2
0.2 -0.3 0.0
0.0 -0.2 0.1
0.0 -0.1 0.0
-0.1 0.1 0.1
0.0 -0.2 0.0
0.0 0.0 -0.2
0.2 0.1 0.1
-0.1 0.4 0.1
-0.2 -0.2 0.0
0.1 -0.2 0.5
-0.2 -0.1 0.4
0.0 0.0 0.0
-0.1 -0.2 0.1
0.0 -0.1 0.1
-0.1 -0.1 0.2
0.0 0.1 0.0
0.1 0.0 0.1
0.0 -0.3 0.1
0.0 0.3 -0.6
0.0 -0.1 -0.2
-0.1 -0.1 -0.2
0.0 0.1 0.1
0.2 0.2 -0.2
0.3 0.0 -0.1
-0.3 0.2 0.1
-0.5 -0.4 -0.3
-0.3 0.4 0.1
-0.1 -0.3 0.2
-0.1 0.6 0.0
-0.1 -0.1 -0.3
0.0 -0.1 0.0
0.3 -0.2 0.1
0.0 -0.2 -0.1
0.1 -0.1 0.0
0.0 0.1 -0.2
0.0 -0.1 0.1
0.3 0.2 -0.2
0.2 0.1 0.4
-0.1 0.0 -0.5
-0.1 0.2 0.2
0.2 -0.3 0.0
-0.1 -0.2 0.1
-0.1 -0.1 0.0
-0.1 -0.1 0.1
-0.2 0.1 -0.1
0.0 -0.1 0.1
0.2 -0.1 -0.5
0.2 0.1 0.3
-0.1 -0.1 -0.5
0.0 0.3 0.1
0.1 0.0 0.0
-0.1 -0.2 0.2
-0.1 0.0 0.0
-0.1 -0.1 0.2
-0.1 0.1 -0.1
0.0 -0.1 0.1
0.1 -0.4 0.0
-0.4 0.1 -0.1
0.4 -0.3 0.1
0.0 0.2 0.3
-0.1 -0.1 0.0
-0.1 0.2 -0.2
0.0 0.1 0.0
0.0 0.2 -0.1
0.1 0.0 0.2
-0.1 0.0 -0.1
0.0 -0.4 0.0
0.3 0.3 -0.1
-0.3 -0.4 0.1
-0.2 0.1 -0.2
0.1 0.0 -0.1
0.2 0.2 0.3
-0.1 0.0 0.0
0.0 0.2 0.1
-0.2 0.0 -0.1
0.1 0.1 0.1
0.1 0.4 0.1
-0.4 -0.1 -0.1
0.3 0.3 0.2
0.2 -0.1 -0.4
-0.1 -0.1 0.0
-0.2 -0.3 0.1
0.1 -0.1 0.0
-0.1 -0.2 0.0
0.2 0.0 -0.1
-0.1 -0.1 0.1
-0.3 0.3 -0.1
0.2 0.0 0.4
-0.3 0.1 -0.4
-0.2 -0.2 0.2
0.1 0.0 0.0
0.3 -0.1 -0.1
0.0 0.0 -0.1
0.2 -0.1 0.0
-0.2 -0.1 0.0
0.1 0.1 0.0

HOMO-LUMO gap = 0.34990 hartree
net charge = +1
LUMO = -0.0826 Ha
E = -113490.943 eV